# C64H176N24O20P8

12 unconnected molecules or ions with the total composition C64H176N24O20P8 at a distorted geometry (ωB97M-V/def2-TZVPD, the Open Molecules 2025 dataset).

Computed properties:
- charge = 0
- HOMO energy (eV) = -7.6408
- LUMO (eV) = 0.52
- calculated total energy (eV) = -220251.595
- Kohn-Sham gap (eV) = 8.161

Atoms and positions in Å:
C1 5.8298 -4.3812 1.0168
N1 4.8676 -3.2178 1.0038
C2 5.4456 -1.9494 0.5315
P1 3.1860 -3.5027 1.0112
O1 2.6139 -3.7694 -0.3331
N2 2.8614 -4.6723 2.2188
C3 1.5787 -5.4377 2.1561
C4 3.2774 -4.5398 3.6003
N3 2.5194 -2.1700 1.7803
C5 3.2498 -1.4689 2.8297
C6 1.1455 -1.7430 1.4821
H1 5.3009 -5.2973 1.2797
H2 6.7154 -4.0523 1.5606
H3 6.1232 -4.6343 -0.0020
H4 4.7818 -1.4290 -0.1588
H5 6.3528 -2.1101 -0.0510
H6 5.5934 -1.2808 1.3796
H7 1.7140 -6.3914 2.6663
H8 0.7408 -4.9111 2.6129
H9 1.3568 -5.7388 1.1322
H10 4.3346 -4.2759 3.6259
H11 2.6445 -3.8062 4.0996
H12 3.0094 -5.5028 4.0349
H13 2.5962 -1.1976 3.6588
H14 4.2019 -1.9259 3.0994
H15 3.6970 -0.6325 2.2926
H16 0.3291 -2.2485 1.9979
H17 0.9087 -1.9208 0.4331
H18 1.1962 -0.6749 1.6937
C7 -1.4764 -0.2254 3.6962
N4 -1.0605 -0.0023 5.1662
C8 -0.7570 1.3794 5.5672
P2 -0.2624 -1.2207 6.0675
O2 1.2641 -1.2865 5.9134
N5 -0.7814 -0.9455 7.6974
C9 -2.1604 -1.0543 8.1195
C10 0.2573 -0.5765 8.6927
N6 -1.0292 -2.6406 5.6352
C11 -2.4794 -2.8103 5.5292
C12 -0.4271 -3.9239 6.0147
H19 -2.5636 -0.3025 3.7076
H20 -0.9814 -1.1160 3.3089
H21 -1.1159 0.6599 3.1725
H22 -0.5867 1.4387 6.6422
H23 -1.6623 1.9007 5.2562
H24 0.0845 1.8567 5.0649
H25 -2.8639 -0.9206 7.2977
H26 -2.3953 -2.0784 8.4096
H27 -2.5058 -0.5206 9.0049
H28 0.1842 -1.2861 9.5168
H29 1.2699 -0.6469 8.2957
H30 0.1016 0.4650 8.9736
H31 -3.0194 -1.9622 5.1081
H32 -2.6612 -3.6447 4.8519
H33 -2.9365 -3.0635 6.4858
H34 -0.7921 -4.7576 5.4147
H35 -0.4703 -4.1623 7.0774
H36 0.6464 -3.7869 5.8842
C13 4.2523 5.7892 3.0395
N7 3.0289 4.9484 3.3050
C14 2.9804 3.6593 2.6910
P3 1.7345 5.3718 4.3695
O3 1.1217 4.2118 5.0187
N8 2.3682 6.5933 5.4678
C15 1.6647 7.8050 5.7168
C16 3.3696 6.2081 6.4509
N9 0.6275 6.1633 3.3461
C17 -0.8285 6.0544 3.4976
C18 1.0286 7.0567 2.2978
H37 4.9376 5.6812 3.8803
H38 3.9051 6.8189 2.9545
H39 4.7241 5.6226 2.0712
H40 3.9152 3.4492 2.1714
H41 2.1419 3.5961 1.9975
H42 2.6850 2.9820 3.4924
H43 1.9629 8.6195 5.0567
H44 0.6284 7.6538 5.4148
H45 1.8141 7.9743 6.7832
H46 3.8766 7.1012 6.8164
H47 2.8751 5.6806 7.2665
H48 4.1253 5.5150 6.0812
H49 -1.2620 5.1775 3.0167
H50 -1.1055 6.0682 4.5518
H51 -1.3001 6.9854 3.1832
H52 0.1919 7.0581 1.5992
H53 1.9095 6.6946 1.7677
H54 1.2492 8.0667 2.6434
C19 -2.7612 -5.2387 2.2295
N10 -2.5082 -5.3883 0.7558
C20 -1.9398 -4.2272 0.0910
P4 -2.4858 -6.9631 0.0157
O4 -3.0584 -8.0887 0.8542
N11 -3.2635 -6.8041 -1.4940
C21 -3.0589 -7.9635 -2.4259
C22 -4.6091 -6.3651 -1.3859
N12 -0.8801 -7.2007 -0.3986
C23 -0.1749 -6.5041 -1.5157
C24 -0.0254 -8.1500 0.3881
H55 -1.7977 -5.1544 2.7323
H56 -3.3083 -6.0744 2.6660
H57 -3.3316 -4.3510 2.5029
H58 -0.8888 -4.2331 0.3801
H59 -2.3360 -3.2505 0.3691
H60 -1.7664 -4.3962 -0.9718
H61 -3.6542 -8.8117 -2.0879
H62 -3.4718 -7.7150 -3.4036
H63 -2.0084 -8.2120 -2.5765
H64 -4.6457 -5.7144 -0.5122
H65 -4.8617 -5.8226 -2.2970
H66 -5.3218 -7.1821 -1.2734
H67 0.4699 -5.7209 -1.1173
H68 0.4698 -7.2478 -1.9841
H69 -0.8399 -6.0651 -2.2595
H70 -0.3085 -8.0760 1.4381
H71 0.9918 -7.7710 0.2897
H72 -0.1437 -9.1508 -0.0273
C25 -7.4507 -3.6001 -1.6077
N13 -6.6848 -2.4712 -2.1728
C26 -5.3080 -2.3155 -1.6382
P5 -7.3190 -1.1944 -3.1307
O5 -6.3701 -0.5979 -4.1015
N14 -8.6892 -1.8827 -3.9316
C27 -8.5407 -3.0062 -4.8585
C28 -9.8606 -1.0364 -4.2957
N15 -7.9589 -0.1380 -1.9247
C29 -7.5837 1.2340 -1.9208
C30 -8.8633 -0.5700 -0.8418
H73 -8.5140 -3.4136 -1.7582
H74 -7.1281 -3.8235 -0.5908
H75 -7.2263 -4.4972 -2.1847
H76 -4.8226 -1.4051 -1.9896
H77 -4.7717 -3.2520 -1.7912
H78 -5.4500 -2.2243 -0.5613
H79 -7.8737 -3.7592 -4.4388
H80 -9.5402 -3.4026 -5.0373
H81 -8.1432 -2.7705 -5.8457
H82 -10.1673 -0.3615 -3.4966
H83 -9.5133 -0.3839 -5.0968
H84 -10.7419 -1.5001 -4.7389
H85 -6.5425 1.2520 -1.5989
H86 -7.6345 1.6391 -2.9315
H87 -8.2335 1.8038 -1.2567
H88 -9.2127 0.2817 -0.2581
H89 -8.3781 -1.3271 -0.2258
H90 -9.7420 -1.0509 -1.2715
C31 8.1008 3.5182 1.6955
N16 7.3820 2.7159 0.7867
C32 6.4430 1.7967 1.5164
P6 7.0229 3.3396 -0.8226
O6 6.2393 4.6185 -0.7466
N17 8.5711 3.5783 -1.4195
C33 8.7449 4.6639 -2.3818
C34 9.6113 2.4994 -1.4113
N18 6.3721 1.9983 -1.7655
C35 6.8609 0.5858 -1.6081
C36 5.1836 2.1078 -2.6011
H91 8.9348 2.9223 2.0662
H92 7.5600 3.8550 2.5799
H93 8.4055 4.4818 1.2870
H94 5.6029 2.2836 2.0118
H95 6.9959 1.2079 2.2483
H96 5.9298 1.1165 0.8366
H97 9.7687 4.6498 -2.7556
H98 8.1132 4.4791 -3.2507
H99 8.5037 5.6336 -1.9464
H100 9.5921 1.9291 -2.3400
H101 10.6364 2.8694 -1.3924
H102 9.5136 1.8177 -0.5664
H103 7.8703 0.5122 -1.2033
H104 6.1343 -0.0514 -1.1041
H105 6.9269 0.2721 -2.6499
H106 4.5756 2.9437 -2.2550
H107 4.6316 1.1826 -2.4355
H108 5.5445 2.2478 -3.6201
C37 -3.1119 2.9375 2.8286
N19 -4.2965 3.6947 2.3120
C38 -5.4584 3.5640 3.2540
P7 -4.5624 3.8120 0.5783
O7 -5.0282 2.5209 0.0891
N20 -5.7348 5.1110 0.3922
C39 -5.4511 6.4194 1.0009
C40 -6.4341 5.1548 -0.8919
N21 -3.0604 4.1762 -0.2276
C41 -2.8705 3.8619 -1.6233
C42 -2.2564 5.3508 0.2295
H109 -2.3459 2.7288 2.0818
H110 -3.3961 1.9848 3.2756
H111 -2.6560 3.5471 3.6088
H112 -6.3890 3.9190 2.8112
H113 -5.2278 4.0329 4.2106
H114 -5.6336 2.5695 3.6642
H115 -6.4411 6.8664 1.0912
H116 -4.9376 6.2981 1.9547
H117 -4.9403 7.0704 0.2914
H118 -5.9380 5.6854 -1.7045
H119 -6.8179 4.2335 -1.3301
H120 -7.3294 5.7419 -0.6873
H121 -3.3893 4.5863 -2.2511
H122 -1.8224 4.0413 -1.8630
H123 -3.1974 2.8579 -1.8936
H124 -2.7332 5.9243 1.0243
H125 -2.1288 5.9785 -0.6525
H126 -1.3790 4.9860 0.7635
C43 5.4105 -1.2015 -5.2027
N22 4.6442 -2.2425 -4.5535
C44 3.6674 -1.8252 -3.4739
P8 4.5310 -3.7557 -5.3940
O8 5.7328 -4.1028 -6.2619
N23 4.0235 -4.9308 -4.2576
C45 4.6771 -5.0558 -2.9707
C46 3.6019 -6.2422 -4.7730
N24 3.1095 -3.3378 -6.3383
C47 1.8524 -3.1303 -5.6114
C48 3.3416 -2.9176 -7.7156
H127 5.7565 -0.4841 -4.4586
H128 4.7770 -0.7014 -5.9352
H129 6.2617 -1.6968 -5.6700
H130 3.2315 -2.6583 -2.9224
H131 2.9389 -1.1026 -3.8417
H132 4.2446 -1.2845 -2.7239
H133 4.8836 -4.0867 -2.5164
H134 4.0757 -5.6646 -2.2955
H135 5.6339 -5.5481 -3.1446
H136 2.8299 -6.0675 -5.5224
H137 4.5657 -6.6169 -5.1177
H138 3.1931 -6.9166 -4.0205
H139 1.7749 -2.1626 -5.1157
H140 0.9783 -3.2332 -6.2545
H141 1.7863 -3.8799 -4.8228
H142 4.3503 -3.1994 -8.0178
H143 3.3166 -1.8388 -7.8694
H144 2.5159 -3.4136 -8.2259
C49 1.2957 3.8499 -10.5812
C50 2.2758 3.2073 -9.5468
O9 1.4115 2.5826 -8.5849
C51 1.9133 1.5775 -7.7378
O10 2.8715 0.9011 -7.9785
O11 1.0194 1.4182 -6.7019
C52 1.4215 0.3468 -5.8119
H145 0.7223 4.6507 -10.1144
H146 0.7185 3.0313 -11.0112
H147 1.9516 4.2564 -11.3511
H148 2.9735 3.8991 -9.0748
H149 2.8886 2.4428 -10.0245
H150 2.2603 -0.3015 -6.0655
H151 0.5475 -0.2414 -5.5321
H152 1.7655 0.8743 -4.9222
C53 -7.1219 -4.1901 5.4013
C54 -6.0343 -3.3679 4.7295
O12 -6.5946 -2.4511 3.7995
C55 -5.7814 -1.6417 3.0101
O13 -4.5663 -1.6558 3.0741
O14 -6.5814 -0.9152 2.1617
C56 -5.8204 -0.0309 1.3556
H153 -6.7460 -4.9411 6.0963
H154 -7.6366 -4.6419 4.5534
H155 -7.8723 -3.5216 5.8234
H156 -5.2647 -3.9396 4.2108
H157 -5.3784 -2.8130 5.4003
H158 -6.4643 0.7148 0.8893
H159 -5.3350 -0.5205 0.5114
H160 -5.0903 0.5247 1.9442
C57 2.8560 1.0784 -0.4955
C58 1.7818 1.5997 -1.4158
O15 0.5491 0.8405 -1.5379
C59 -0.3908 0.9183 -0.5132
O16 -0.2025 1.5145 0.5653
O17 -1.4425 0.0938 -0.7283
C60 -2.6267 0.2133 0.0919
H161 3.2847 0.1546 -0.8840
H162 2.4378 1.0827 0.5111
H163 3.6444 1.8279 -0.5656
H164 2.1276 1.8015 -2.4296
H165 1.5050 2.5631 -0.9877
H166 -3.3197 -0.6217 -0.0116
H167 -3.1417 1.1323 -0.1877
H168 -2.4504 0.2842 1.1652
C61 2.9015 5.3389 -0.6496
C62 3.0290 5.4748 -2.1476
O18 2.4087 4.3697 -2.8124
C63 1.0680 4.3249 -2.9795
O19 0.2213 5.0861 -2.5708
O20 0.8809 3.2229 -3.6571
C64 -0.3881 2.9395 -4.2977
H169 3.3758 4.4157 -0.3168
H170 1.8770 5.4471 -0.2935
H171 3.4501 6.1153 -0.1164
H172 4.0715 5.6113 -2.4351
H173 2.4626 6.3624 -2.4296
H174 -0.5317 3.7453 -5.0176
H175 -1.2655 2.9468 -3.6510
H176 -0.2638 2.0050 -4.8449